No. 1
An isolated molecule of C6H6O2 at a distorted geometry, computed with ωB97M-V with the def2-TZVPD basis set.

Positions of all 14 atoms, in Å:
C: -0.143 1.212 -1.212
C: -0.560 0.011 -1.522
C: -0.010 -0.970 -0.664
O: -0.463 -2.080 0.070
C: -0.607 -0.863 0.714
C: 0.345 -0.129 1.593
C: 0.867 1.035 1.092
O: 0.559 1.650 -0.100
H: -0.350 2.048 -1.850
H: -1.042 -0.261 -2.426
H: 1.072 -1.048 -0.688
H: -1.616 -0.487 0.773
H: 0.352 -0.239 2.668
H: 1.458 1.657 1.747

Properties
SMILES: C1=C[C@@H]2O[C@H]2C=CO1
Total charge: 0
ΔE to the lowest compared entry with this formula, charge and spin: 375.6 kJ/mol
Frontier orbital gap: 9.51 eV
Spin multiplicity: 1



No. 2
A structure of composition C21H23Br2MnN2O2S at a distorted geometry, computed with ωB97M-V with the def2-TZVPD basis set.

Positions of all 52 atoms, in Å:
Mn: 0.105 -0.584 -0.377
Br: -1.281 -2.647 6.071
C: -0.759 -2.113 4.343
C: 0.095 -1.027 4.157
C: 0.461 -0.692 2.869
N: 0.038 -1.349 1.786
C: -0.799 -2.399 1.955
C: -1.215 -2.799 3.219
C: -1.253 -3.062 0.719
C: -1.873 -4.307 0.711
C: -2.299 -4.856 -0.496
Br: -3.166 -6.527 -0.556
C: -2.054 -4.145 -1.671
C: -1.418 -2.924 -1.582
N: -1.035 -2.376 -0.425
H: 0.458 -0.460 4.999
H: 1.136 0.139 2.705
H: -1.895 -3.624 3.343
H: -2.011 -4.861 1.624
H: -2.353 -4.550 -2.624
H: -1.216 -2.356 -2.484
C: -3.214 1.027 -1.022
C: -2.290 1.195 0.193
C: -2.133 2.673 0.579
O: -1.057 0.639 -0.076
H: -4.190 1.443 -0.796
H: -3.327 -0.029 -1.268
H: -2.795 1.547 -1.881
H: -2.717 0.649 1.056
H: -1.710 3.233 -0.252
H: -1.470 2.766 1.437
H: -3.102 3.093 0.833
C: 1.922 5.114 -0.551
C: 1.968 3.702 -1.026
C: 1.912 2.646 -0.116
C: 2.065 1.333 -0.538
C: 2.264 1.073 -1.899
C: 2.273 2.105 -2.824
C: 2.121 3.408 -2.382
S: 2.485 -0.639 -2.446
C: 4.139 -0.968 -1.769
O: 1.527 -1.330 -1.456
H: 2.309 5.202 0.462
H: 0.900 5.490 -0.559
H: 2.515 5.754 -1.199
H: 1.795 2.864 0.935
H: 2.188 0.536 0.212
H: 2.414 1.894 -3.873
H: 2.146 4.215 -3.098
H: 4.221 -0.631 -0.740
H: 4.859 -0.450 -2.394
H: 4.315 -2.038 -1.825

Properties
Total charge: +2
⟨S²⟩: 6.18
ΔE to the lowest compared entry with this formula, charge and spin: 96.4 kJ/mol
Frontier orbital gap (alpha / beta): 6.74 / 8.57 eV
Spin multiplicity: 5



No. 3
A cluster of 9 separate species, C36H99N9O9 in total at a distorted geometry, computed with ωB97M-V with the def2-TZVPD basis set.

Positions of all 153 atoms, in Å:
C: 3.531 -6.552 -0.170
O: 4.653 -6.847 0.545
C: 4.630 -8.166 1.187
C: 5.647 -8.233 2.385
C: 7.101 -7.976 2.031
N: 5.578 -9.572 2.877
H: 3.063 -7.377 -0.707
H: 3.583 -5.658 -0.790
H: 2.657 -6.318 0.439
H: 3.621 -8.177 1.601
H: 4.762 -8.961 0.452
H: 5.230 -7.550 3.125
H: 7.109 -7.055 1.447
H: 7.634 -8.689 1.403
H: 7.626 -8.020 2.985
H: 6.137 -9.705 3.708
H: 4.621 -9.676 3.182
C: 6.430 4.541 8.147
O: 5.221 4.431 7.421
C: 5.385 4.270 6.001
C: 3.982 4.271 5.322
C: 3.951 3.583 3.932
N: 3.417 5.647 5.205
H: 6.980 5.475 8.036
H: 7.123 3.790 7.768
H: 6.303 4.407 9.221
H: 5.992 5.103 5.646
H: 5.947 3.344 5.885
H: 3.502 3.623 6.056
H: 4.559 2.679 3.966
H: 4.436 4.288 3.256
H: 2.922 3.521 3.578
H: 3.809 6.187 5.963
H: 3.942 6.027 4.431
C: -7.132 -4.840 -8.450
O: -6.081 -4.167 -7.796
C: -6.223 -4.176 -6.394
C: -5.155 -3.308 -5.828
C: -3.674 -3.528 -6.079
N: -5.427 -3.362 -4.452
H: -6.659 -5.302 -9.316
H: -7.938 -4.124 -8.609
H: -7.499 -5.702 -7.892
H: -7.246 -3.977 -6.074
H: -6.067 -5.214 -6.098
H: -5.455 -2.359 -6.271
H: -3.487 -4.601 -6.057
H: -2.957 -3.054 -5.408
H: -3.387 -2.992 -6.984
H: -5.286 -4.254 -4.000
H: -4.632 -2.860 -4.082
C: -5.664 -1.739 2.517
O: -5.739 -0.847 1.453
C: -6.597 0.245 1.556
C: -6.778 0.942 0.206
C: -5.519 1.725 -0.372
N: -8.049 1.722 0.103
H: -4.701 -2.241 2.425
H: -6.550 -2.367 2.430
H: -5.583 -1.116 3.408
H: -7.521 -0.218 1.900
H: -6.363 0.992 2.314
H: -7.044 0.105 -0.440
H: -4.632 1.094 -0.318
H: -5.299 2.687 0.091
H: -5.680 2.167 -1.355
H: -8.752 1.039 -0.140
H: -7.884 2.310 -0.701
C: 6.396 12.305 0.629
O: 6.223 11.007 1.169
C: 6.146 9.902 0.236
C: 6.115 8.529 0.995
C: 6.165 7.283 0.003
N: 4.943 8.406 1.750
H: 7.066 12.356 -0.229
H: 6.707 12.910 1.481
H: 5.427 12.762 0.426
H: 5.268 10.117 -0.372
H: 6.883 9.871 -0.567
H: 6.962 8.588 1.678
H: 6.886 7.493 -0.787
H: 5.210 7.077 -0.481
H: 6.425 6.374 0.546
H: 4.740 9.305 2.165
H: 4.205 8.286 1.072
C: -4.224 -0.266 9.028
O: -3.829 0.931 8.348
C: -2.754 0.951 7.471
C: -2.811 2.052 6.362
C: -1.493 1.995 5.599
N: -3.150 3.383 6.918
H: -3.426 -0.519 9.726
H: -4.553 -1.102 8.411
H: -5.111 0.025 9.590
H: -1.823 1.016 8.034
H: -2.719 -0.020 6.978
H: -3.558 1.692 5.655
H: -1.279 2.845 4.951
H: -1.453 1.043 5.069
H: -0.764 2.057 6.407
H: -2.331 3.779 7.356
H: -3.763 3.182 7.695
C: 1.255 1.688 -6.192
O: 1.756 1.968 -7.538
C: 1.706 3.401 -7.800
C: 2.599 3.737 -9.073
C: 4.121 3.526 -8.841
N: 2.483 5.137 -9.479
H: 0.978 0.636 -6.126
H: 0.312 2.179 -5.951
H: 2.026 1.873 -5.443
H: 0.679 3.763 -7.835
H: 2.253 3.780 -6.937
H: 2.249 3.155 -9.925
H: 4.660 3.980 -9.673
H: 4.390 2.470 -8.890
H: 4.518 3.994 -7.940
H: 1.526 5.442 -9.375
H: 2.738 5.321 -10.439
C: 1.255 2.961 -1.300
O: 1.286 1.533 -1.281
C: 0.151 0.999 -0.654
C: 0.212 -0.585 -1.073
C: -0.836 -1.524 -0.537
N: 1.478 -1.179 -0.613
H: 2.207 3.250 -1.746
H: 1.136 3.537 -0.382
H: 0.545 3.361 -2.024
H: 0.217 1.123 0.427
H: -0.710 1.528 -1.063
H: 0.299 -0.534 -2.159
H: -0.641 -2.544 -0.870
H: -1.840 -1.174 -0.774
H: -0.834 -1.448 0.550
H: 2.165 -0.502 -0.914
H: 1.611 -1.168 0.389
C: -6.725 -7.004 -0.619
O: -5.426 -7.046 -1.170
C: -4.563 -8.035 -0.618
C: -3.030 -7.502 -0.596
C: -2.476 -7.447 -2.054
N: -2.160 -8.272 0.284
H: -6.985 -5.968 -0.840
H: -6.890 -7.214 0.438
H: -7.383 -7.688 -1.154
H: -4.864 -8.239 0.410
H: -4.522 -9.003 -1.116
H: -2.992 -6.545 -0.076
H: -3.128 -6.942 -2.767
H: -2.449 -8.503 -2.324
H: -1.497 -6.984 -2.174
H: -1.342 -7.767 0.596
H: -2.669 -8.474 1.133

Properties
SMILES: COC[C@H](C)N.COC[C@H](C)N.COC[C@H](C)N.COC[C@H](C)N.COC[C@H](C)N.COC[C@H](C)N.COC[C@H](C)N.COC[C@H](C)N.COC[C@H](C)N
Total charge: 0
ΔE to the lowest compared entry with this formula, charge and spin: 672.9 kJ/mol
Frontier orbital gap: 9.46 eV
Spin multiplicity: 1



No. 4
A cluster of 2 separate species, C2H6N2O2 in total at a distorted geometry, computed with ωB97M-V with the def2-TZVPD basis set.

Positions of all 12 atoms, in Å:
N: -0.797 2.827 -1.183
C: 0.255 1.948 -1.262
O: 0.131 0.801 -1.610
H: -1.738 2.720 -0.868
H: -0.718 3.787 -1.487
H: 1.198 2.496 -1.127
N: 0.279 -1.291 0.450
C: 0.074 -1.752 1.690
O: 0.114 -2.923 2.002
H: 0.745 -1.944 -0.155
H: 0.146 -0.361 0.090
H: 0.005 -1.076 2.551

Properties
SMILES: NC=O.NC=O
Total charge: 0
ΔE to the lowest compared entry with this formula, charge and spin: 100.4 kJ/mol
Frontier orbital gap: 10.10 eV
Spin multiplicity: 1



No. 5
A structure of composition C30H35N15O2SW, computed with ωB97M-V with the def2-TZVPD basis set.

Positions of all 84 atoms, in Å:
W: 0.261 0.384 -0.626
C: -0.148 6.461 3.242
C: -0.087 5.062 2.707
C: -0.720 4.007 3.372
C: -0.722 2.685 2.902
C: -1.273 1.678 3.770
N: -1.422 0.428 3.485
C: -1.850 -0.620 4.427
C: -0.747 -1.640 4.729
C: -0.602 -2.831 3.786
N: 0.165 -2.568 2.536
C: 0.801 -3.498 1.907
C: 1.522 -3.419 0.661
C: 2.154 -4.604 0.249
C: 2.856 -4.716 -0.950
C: 3.500 -6.002 -1.367
C: 2.912 -3.578 -1.746
C: 2.279 -2.381 -1.386
C: 2.416 -1.231 -2.254
N: 1.815 -0.101 -2.135
C: 2.332 1.000 -2.995
C: 3.489 1.677 -2.266
C: 3.284 1.544 -0.773
N: 1.870 1.811 -0.342
C: 1.720 2.990 0.201
C: 0.688 3.411 1.085
C: 0.664 4.725 1.595
C: -0.066 2.409 1.687
O: -0.105 1.191 1.133
C: 1.590 -2.306 -0.183
O: 1.006 -1.126 0.166
H: -1.163 6.720 3.542
H: 0.183 7.183 2.499
H: 0.493 6.562 4.121
H: -1.229 4.220 4.307
H: -1.554 1.982 4.775
H: -1.258 0.159 2.521
H: -2.735 -1.103 4.008
H: -2.155 -0.121 5.346
H: -1.002 -2.078 5.696
H: 0.214 -1.142 4.884
H: -1.580 -3.221 3.497
H: -0.066 -3.625 4.304
H: 0.176 -1.634 2.143
H: 0.780 -4.476 2.382
H: 2.093 -5.473 0.895
H: 3.736 -6.626 -0.508
H: 4.418 -5.819 -1.924
H: 2.826 -6.565 -2.016
H: 3.458 -3.616 -2.683
H: 3.135 -1.332 -3.067
H: 1.540 1.719 -3.175
H: 2.634 0.592 -3.959
H: 3.540 2.724 -2.566
H: 4.445 1.223 -2.527
H: 3.937 2.223 -0.227
H: 3.526 0.543 -0.418
H: 2.545 3.691 0.081
H: 1.266 5.484 1.106
N: -0.955 0.110 -4.015
C: -0.948 -1.037 -3.243
N: -1.328 -2.218 -3.670
N: -1.168 -3.034 -2.613
N: -0.718 -2.401 -1.596
N: -0.548 -1.098 -1.960
C: -0.798 1.317 -3.429
N: -0.830 2.514 -3.945
N: -0.628 3.362 -2.898
N: -0.503 2.741 -1.802
N: -0.597 1.386 -2.078
H: -1.136 0.031 -5.009
C: -3.957 1.816 -1.781
N: -3.939 0.349 -1.837
C: -4.774 -0.386 -2.644
C: -4.549 -1.699 -2.377
N: -3.589 -1.731 -1.404
C: -3.209 -0.487 -1.080
S: -2.095 -0.008 0.179
H: -3.917 2.208 -2.795
H: -3.102 2.166 -1.210
H: -4.876 2.146 -1.302
H: -5.462 0.081 -3.329
H: -4.987 -2.590 -2.792
H: -3.171 -2.570 -1.025

Properties
Total charge: +4
ΔE to the lowest compared entry with this formula, charge and spin: 14.8 kJ/mol
Frontier orbital gap: 6.11 eV
Spin multiplicity: 1



No. 6
A structure of composition C24H53Ag2N3O6 at a distorted geometry, computed with ωB97M-V with the def2-TZVPD basis set.

Positions of all 88 atoms, in Å:
Ag: 1.712 -5.900 0.542
Ag: 4.188 -4.682 -1.672
C: 1.103 -1.799 -0.839
C: 1.453 -3.136 -0.269
O: 2.657 -3.519 -0.285
O: 0.578 -3.923 0.192
H: 1.302 -1.701 -1.904
H: 1.637 -0.967 -0.372
H: 0.058 -1.552 -0.632
O: 3.889 -6.051 -0.007
H: 4.307 -6.890 -0.217
C: 1.405 -9.794 2.933
C: 1.083 -8.562 2.081
C: 0.384 -7.495 2.856
O: 0.047 -6.348 2.081
C: -1.130 -5.641 2.481
N: 2.305 -8.068 1.387
H: 2.288 -10.295 2.535
H: 0.592 -10.521 2.980
H: 1.608 -9.639 3.998
H: 0.418 -8.876 1.271
H: 1.061 -7.099 3.631
H: -0.429 -7.924 3.444
H: -0.946 -5.075 3.389
H: -2.007 -6.289 2.473
H: -1.352 -4.947 1.669
H: 2.660 -8.804 0.782
H: 3.043 -7.919 2.076
C: -0.397 4.595 -0.035
C: 1.024 4.688 -0.617
C: 1.771 5.774 0.168
C: 3.305 5.789 0.038
C: 3.832 4.417 0.387
C: 3.169 3.252 -0.412
N: 1.709 3.423 -0.258
O: 1.063 2.308 -0.715
C: 3.701 3.350 -1.853
C: 3.630 1.955 0.246
C: 0.923 4.925 -2.136
H: -0.844 5.586 -0.105
H: -0.490 4.235 0.989
H: -1.015 3.939 -0.656
H: 1.381 6.737 -0.170
H: 1.473 5.688 1.216
H: 3.653 6.531 0.757
H: 3.512 6.201 -0.952
H: 3.675 4.273 1.457
H: 4.903 4.470 0.178
H: 3.205 2.764 -2.630
H: 3.688 4.379 -2.204
H: 4.732 2.999 -1.879
H: 3.356 1.074 -0.335
H: 4.702 1.954 0.409
H: 3.117 1.872 1.209
H: 0.333 5.810 -2.359
H: 0.645 4.016 -2.663
H: 1.913 5.204 -2.503
H: 0.531 1.985 0.042
C: -2.879 2.435 1.892
C: -3.537 1.986 0.588
C: -4.154 3.226 -0.094
C: -4.572 3.044 -1.582
C: -3.407 2.446 -2.355
C: -2.800 1.162 -1.745
N: -2.530 1.439 -0.327
O: -1.869 0.311 0.275
C: -3.730 -0.014 -2.068
C: -1.467 0.960 -2.480
C: -4.641 0.953 0.904
H: -3.570 2.979 2.526
H: -1.946 2.920 1.603
H: -2.587 1.529 2.431
H: -5.075 3.445 0.451
H: -3.550 4.136 -0.059
H: -4.789 4.015 -2.022
H: -5.461 2.414 -1.563
H: -2.579 3.156 -2.410
H: -3.749 2.172 -3.355
H: -3.806 -0.154 -3.151
H: -3.421 -0.997 -1.707
H: -4.764 0.130 -1.758
H: -1.685 0.809 -3.536
H: -0.901 1.898 -2.511
H: -0.813 0.210 -2.037
H: -4.216 0.084 1.397
H: -5.177 0.769 -0.028
H: -5.475 1.331 1.503
H: -0.958 0.433 -0.003

Properties
Total charge: +2
⟨S²⟩: 2.01
Frontier orbital gap (alpha / beta): 7.02 / 4.08 eV
Spin multiplicity: 3